A 2-piece molecular cluster, C2H3ClO2 overall in a non-equilibrium geometry, computed with the ωB97M-V functional and the def2-TZVPD basis.

Results
Multiplicity   1
Molar mass   94.5 g/mol
HOMO level   -10.3 eV
Energy above the lowest of the compared OMol25 structures with the same formula, charge and spin   38.92 kcal per mole
LUMO   0.489 eV
E   -688.622150 a.u.
F_max   3.9 eV Å⁻¹
HOMO-LUMO gap   10.79 eV
SMILES   O=CCl.C=O

XYZ file:
```
8
C2H3ClO2, DFT the ωB97M-V functional and the def2-TZVPD basis
C 1.114 0.550 -1.432
C -1.292 -0.525 1.344
O 1.209 -0.514 -0.871
O -1.742 -1.338 0.622
Cl 0.368 -0.810 2.109
H 1.602 1.421 -1.253
H 0.430 0.735 -2.249
H -1.688 0.481 1.731
```

Atom charges from the Löwdin analysis, given in e for atoms 1 to 5:
1. C -0.1203
2. C -0.6145
3. O -0.0243
4. O 0.0242
5. Cl 0.5095

A 2-piece molecular cluster, C4H6O2S overall in a non-equilibrium geometry, computed with the ωB97M-V functional and the def2-TZVPD basis.

Results
Multiplicity   1
Molar mass   118.2 g/mol
HOMO level (spin up / spin down)   -7.0 / -8.2 eV
Energy above the lowest of the compared OMol25 structures with the same formula, charge and spin   108.07 kcal per mole
LUMO (spin up / spin down)   -0.765 / 0.041 eV
E   -704.507309 a.u.
F_max   5.8 eV Å⁻¹
HOMO-LUMO gap (spin up / spin down)   6.19 / 8.21 eV

XYZ file:
```
13
C4H6O2S, DFT the ωB97M-V functional and the def2-TZVPD basis
C -0.838 -1.388 0.860
C -0.071 -0.616 0.099
C 1.132 -1.092 -0.283
C -0.504 0.764 -0.417
O 2.065 -1.442 -0.962
O 2.444 0.547 0.769
S 3.728 0.103 0.152
H -1.807 -1.191 1.198
H -0.310 -2.256 1.200
H -1.513 0.700 -1.043
H 0.075 1.329 -1.178
H -0.816 1.452 0.506
H 3.623 0.443 -1.222
```

Atom charges from the Löwdin analysis, given in e for atoms 1 to 5:
1. C 0.0656
2. C -0.3818
3. C -0.1386
4. C -0.0489
5. O 0.0340

A 3-piece molecular cluster, C7H20FN2O4PS3 overall in a non-equilibrium geometry, computed with the ωB97M-V functional and the def2-TZVPD basis.

Results
Multiplicity   1
Molar mass   342.4 g/mol
HOMO level   -8.3 eV
LUMO   0.181 eV
E   -2324.700257 a.u.
F_max   6.5 eV Å⁻¹
HOMO-LUMO gap   8.47 eV

XYZ file:
```
38
C7H20FN2O4PS3, DFT the ωB97M-V functional and the def2-TZVPD basis
C 3.926 -0.184 1.716
C 2.847 0.012 0.817
C 1.366 0.165 1.406
N 0.441 -0.685 0.591
P -1.112 0.096 0.235
N -2.085 0.202 1.485
S 0.269 -2.264 1.220
O 1.558 -2.646 1.885
O -0.809 -2.447 2.218
F 0.105 -3.274 -0.104
H 4.665 -1.023 1.625
H 4.039 0.591 2.537
H 3.017 0.103 -0.299
H 1.335 -0.102 2.507
H 1.057 1.278 1.319
H -0.935 1.439 -0.270
H -1.755 -0.643 -0.798
H -2.343 1.171 1.687
C -0.493 5.160 0.861
S 0.764 4.280 1.809
O 0.180 2.967 2.215
C 0.704 5.364 3.250
H -0.650 4.629 -0.078
H -1.429 5.190 1.422
H -0.147 6.173 0.650
H -0.306 5.381 3.660
H 1.011 6.370 2.961
H 1.394 4.977 4.000
C -2.616 -4.569 -4.956
S -2.289 -3.662 -3.430
O -2.164 -2.217 -3.787
C -0.620 -4.304 -3.186
H -3.605 -4.290 -5.317
H -1.869 -4.312 -5.709
H -2.593 -5.641 -4.753
H 0.002 -4.064 -4.050
H -0.663 -5.385 -3.043
H -0.197 -3.838 -2.296
```

Atom charges from the Löwdin analysis, given in e for atoms 1 to 5:
1. C -0.0199
2. C -0.1390
3. C -0.2603
4. N -0.3859
5. P 0.7064